1.
This record from OMol25 describes the molecule C5H8O2 in a non-equilibrium geometry. The level of theory is ωB97M-V/def2-TZVPD.

Structure (XYZ):
```
15
Properties=species:S:1:pos:R:3:forces:R:3
C -1.027603 1.092989 -0.698250 0.038 -0.108 -0.200
C -0.077421 0.160855 0.052687 -0.096 -0.082 -0.004
C -0.856046 -0.749305 1.008313 0.025 0.055 0.042
O 0.821657 1.002733 0.781101 -0.062 0.134 0.385
C 0.887351 -0.674412 -0.798025 0.126 -0.219 -0.043
C 2.034673 -0.915318 -0.182852 0.607 -0.273 0.343
O 3.029126 -1.083578 0.404185 -0.830 0.046 -0.736
H -0.453689 1.768870 -1.339830 -0.103 -0.119 -0.020
H -1.755496 0.549885 -1.304345 0.035 0.017 -0.019
H -1.566645 1.712233 0.034596 0.184 -0.285 -0.174
H -0.177133 -1.395420 1.572847 -0.055 0.165 -0.053
H -1.469264 -0.174816 1.710247 0.130 0.020 -0.114
H -1.524614 -1.397196 0.426627 0.159 0.160 0.085
H 1.432119 1.264504 0.075125 0.025 0.470 0.526
H 0.702987 -1.162021 -1.742424 -0.182 0.021 -0.016
```
Positions in Å, forces in eV/Å.

Output
E_HOMO in eV: -9.066
E in Eh: -345.755695
Net charge: 0
HOMO-LUMO gap in eV: 9.8
SMILES: CC(C)(O)C=C=O

Atomic partial charges in e from the natural (NBO) method, atoms 1 to 6: -0.62 0.26 -0.62 -0.71 -0.61 0.73

***

2.
This record from OMol25 describes the molecule C5H4N2. The level of theory is ωB97M-V/def2-TZVPD.

Structure (XYZ):
```
11
Properties=species:S:1:pos:R:3:forces:R:3
H -2.729785 -1.356025 0.696603 0.037 0.098 -0.056
N -2.211906 -0.665658 0.151640 0.291 -0.005 0.225
C -0.990360 -0.667312 0.484592 -0.094 0.008 -0.091
C -0.003155 0.236959 -0.189028 0.099 -0.231 0.127
C 1.379290 -0.203215 -0.181581 0.464 -0.117 0.038
C 2.541006 -0.518790 -0.152166 -0.424 0.092 -0.032
C -0.273525 1.650147 -0.415733 -0.146 -0.180 -0.467
N -0.497363 0.972220 -1.438627 0.179 0.421 0.372
H -0.553802 -1.327393 1.244555 -0.076 0.044 -0.089
H 3.572614 -0.792993 -0.142603 -0.174 0.017 0.004
H -0.233014 2.672055 -0.057650 -0.158 -0.146 -0.031
```
Positions in Å, forces in eV/Å.

Output
E_HOMO in eV: -9.598
E in Eh: -302.279778
Net charge: 0
HOMO-LUMO gap in eV: 10.6
SMILES: [H]/N=C/[C@]1(C#C)C=N1

Atomic partial charges in e from the natural (NBO) method, atoms 1 to 6: 0.34 -0.59 0.12 -0.15 -0.04 -0.20

***

3.
This record from OMol25 describes the molecule C21H27ClN4O2. The level of theory is ωB97M-V/def2-TZVPD.

Structure (XYZ):
```
55
Properties=species:S:1:pos:R:3:forces:R:3
C -9.499923 0.461805 -0.153973 -0.138 0.013 -0.148
O -8.521138 0.377122 0.849668 0.299 -0.007 0.182
C -7.206865 0.483113 0.481715 0.092 -0.006 0.144
C -6.747146 0.664245 -0.816341 -0.325 -0.073 0.076
C -5.391473 0.756859 -1.069393 0.191 -0.073 0.096
C -4.440698 0.657771 -0.051623 -0.432 0.078 -0.027
N -3.088071 0.814977 -0.356218 0.348 0.225 -0.084
C -2.526093 0.079184 -1.468534 0.004 -0.379 -0.113
C -2.029008 -1.300467 -1.019915 -0.056 0.210 -0.240
N -1.021578 -1.147916 0.016495 -0.052 -0.045 0.093
C -0.390347 -2.408531 0.378089 0.193 -0.068 -0.191
C 0.683246 -2.777746 -0.651915 -0.101 -0.088 0.161
N 1.580885 -1.664203 -0.852212 -0.212 0.050 -0.117
C 2.841965 -1.682757 -0.323418 -0.153 0.229 -0.312
O 3.371293 -2.692037 0.088439 0.252 -0.288 0.241
N 3.441492 -0.441264 -0.369681 -0.281 0.410 -0.122
C 4.740347 -0.094782 -0.027860 0.241 0.021 0.101
C 5.679036 -1.001479 0.459020 -0.043 -0.154 -0.001
C 6.956457 -0.588356 0.782564 -0.050 0.220 -0.062
C 7.350475 0.735605 0.637231 -0.086 0.034 0.013
C 8.744851 1.173549 0.966142 0.020 -0.020 -0.098
C 6.421013 1.647533 0.153366 0.063 -0.173 0.061
C 5.144094 1.236040 -0.170073 0.011 -0.116 0.015
Cl 4.011589 2.417507 -0.770604 -0.053 0.083 -0.031
C -1.598913 -0.455931 1.157416 -0.003 0.325 0.025
C -2.106867 0.915993 0.699336 0.022 -0.146 0.275
C -4.919878 0.485066 1.250770 0.131 -0.012 -0.082
C -6.271551 0.403933 1.509697 -0.346 0.020 -0.150
H -10.456192 0.350913 0.355308 0.039 0.014 -0.089
H -9.473312 1.431105 -0.663560 0.003 -0.042 0.005
H -9.390711 -0.338952 -0.893600 0.001 0.040 0.016
H -7.433265 0.747256 -1.644809 -0.085 0.008 -0.047
H -5.074130 0.930518 -2.086297 0.043 0.044 -0.071
H -3.264595 -0.045236 -2.257785 0.059 0.053 -0.002
H -1.681788 0.653857 -1.864237 -0.037 -0.068 -0.067
H -1.588579 -1.820039 -1.872199 -0.049 -0.043 -0.023
H -2.890448 -1.891662 -0.657363 0.067 -0.004 -0.034
H 0.098151 -2.273789 1.346277 -0.026 -0.031 -0.013
H -1.118792 -3.229848 0.471946 0.005 0.044 0.046
H 1.277184 -3.620986 -0.294910 -0.119 0.039 -0.107
H 0.228983 -3.045229 -1.610527 0.026 -0.085 0.093
H 1.096881 -0.782752 -0.951468 0.102 0.010 0.091
H 2.899302 0.329348 -0.740379 0.045 -0.272 0.054
H 5.384915 -2.030791 0.576933 -0.007 -0.023 0.010
H 7.662702 -1.314289 1.157064 0.072 -0.089 0.055
H 9.380098 1.090306 0.083655 0.113 0.027 0.001
H 8.759584 2.209951 1.294661 0.067 0.063 0.050
H 9.170880 0.548610 1.747088 0.078 0.003 0.065
H 6.692818 2.685087 0.028640 -0.023 0.102 -0.018
H -0.824211 -0.323654 1.916764 -0.043 -0.030 0.008
H -2.428895 -1.033839 1.599524 0.053 0.005 0.011
H -2.516118 1.479497 1.537001 0.036 0.023 -0.021
H -1.257744 1.478191 0.293820 -0.004 -0.024 0.113
H -4.240631 0.406749 2.084636 0.086 -0.020 0.049
H -6.628110 0.268407 2.518765 -0.038 -0.017 0.123
```
Positions in Å, forces in eV/Å.

Output
E_HOMO in eV: -7.409
E in Eh: -1646.140568
Net charge: 0
HOMO-LUMO gap in eV: 7.9
SMILES: COc1ccc(N2CCN(CCNC(=O)Nc3ccc(C)cc3Cl)CC2)cc1

Atomic partial charges in e from the natural (NBO) method, atoms 1 to 6: -0.25 -0.50 0.27 -0.28 -0.22 0.13

***

4.
This record from OMol25 describes a structure of composition C37H44NO7P4Tl in a non-equilibrium geometry. The level of theory is ωB97M-V/def2-TZVPD.

Structure (XYZ):
```
94
Properties=species:S:1:pos:R:3:forces:R:3
Tl -0.449185 -0.126981 0.032267 0.292 0.835 0.551
C 1.503939 2.862154 -0.424096 0.075 -0.004 0.076
C 2.570337 1.927229 0.157612 -0.022 -0.015 -0.011
P 2.306707 0.197071 -0.375404 0.071 -0.071 0.091
C 3.710180 -0.687920 0.341201 -0.005 -0.035 0.082
C 3.679019 -0.961856 1.710936 -0.006 -0.046 0.002
C 4.767290 -1.565586 2.322980 -0.014 0.005 -0.043
C 5.882355 -1.911687 1.567249 -0.019 0.008 0.011
C 5.907000 -1.659125 0.202923 -0.043 0.004 -0.026
C 4.822793 -1.046665 -0.415242 0.062 -0.051 0.036
C 2.561493 0.247691 -2.165165 0.073 -0.020 -0.165
C 2.062810 -0.800066 -2.942148 0.071 0.073 -0.057
C 2.260332 -0.815445 -4.316655 0.003 0.022 0.057
C 2.950450 0.221766 -4.928839 -0.005 -0.024 -0.015
C 3.455643 1.266216 -4.165539 -0.009 -0.003 0.030
C 3.267389 1.278670 -2.791298 -0.002 -0.057 -0.034
P -0.204779 2.509346 0.112047 0.101 0.007 -0.023
C -0.390937 3.263451 1.729371 -0.175 0.059 0.034
C 0.672352 3.811763 2.435321 0.023 0.024 0.076
C 0.446003 4.423894 3.663731 0.009 -0.030 -0.066
C -0.838947 4.502867 4.174838 -0.052 0.001 0.002
C -1.908594 3.969992 3.460553 0.039 0.023 0.060
C -1.683255 3.345893 2.248269 -0.063 -0.047 -0.003
C -1.204108 3.475574 -1.034677 -0.044 -0.211 -0.158
C -1.732877 4.721498 -0.713166 -0.009 0.079 -0.072
C -2.409552 5.448334 -1.685703 0.010 -0.039 0.017
C -2.556693 4.937965 -2.967672 -0.002 0.017 0.021
C -2.032391 3.691367 -3.288640 -0.007 0.001 0.004
C -1.363637 2.959941 -2.322544 -0.041 -0.019 0.013
H 1.484325 2.783982 -1.512096 0.010 0.023 -0.045
H 1.707258 3.909516 -0.191502 0.050 0.006 0.006
H 2.569394 1.913671 1.249266 -0.052 0.024 0.013
H 3.570770 2.235145 -0.148276 0.015 0.083 0.032
H 2.802905 -0.702073 2.299285 0.025 0.010 -0.015
H 4.748136 -1.768121 3.386505 -0.004 0.011 -0.035
H 6.733533 -2.380964 2.044621 -0.035 0.015 -0.017
H 6.774942 -1.933094 -0.383657 -0.034 0.011 0.017
H 4.848157 -0.850874 -1.480314 0.013 0.015 0.022
H 1.525627 -1.614736 -2.474864 0.007 0.024 -0.024
H 1.874659 -1.636314 -4.907905 0.003 0.015 0.017
H 3.102238 0.214739 -6.001143 -0.011 -0.002 0.043
H 4.003716 2.069914 -4.640164 -0.008 -0.019 0.014
H 3.689801 2.091620 -2.214098 -0.015 -0.009 -0.040
H 1.680607 3.786447 2.042523 -0.028 -0.008 0.024
H 1.275794 4.851585 4.210199 -0.004 -0.002 -0.004
H -1.013764 4.993085 5.123969 0.005 -0.012 -0.020
H -2.915220 4.051458 3.852282 0.027 -0.001 -0.011
H -2.512780 2.933641 1.682246 0.021 -0.009 0.027
H -1.618259 5.133896 0.281129 0.021 -0.017 -0.034
H -2.818443 6.419077 -1.437739 0.007 -0.016 -0.009
H -3.082387 5.511490 -3.720153 0.009 -0.011 0.021
H -2.149800 3.290869 -4.287193 0.000 0.013 0.016
H -0.962586 1.980507 -2.574310 0.016 0.041 -0.003
C -3.435688 0.425346 3.862289 0.002 -0.094 -0.019
C -3.067236 -0.722688 2.926035 -0.100 0.090 -0.078
O -3.669951 -1.960569 3.321090 0.041 0.089 0.014
P -3.741131 -0.452895 1.228507 0.268 0.134 0.062
O -3.955003 -1.898853 0.636495 -0.032 0.088 -0.051
O -5.206629 0.110685 1.418909 0.076 0.017 0.021
O -2.874977 0.400522 0.365701 -0.329 -0.244 0.298
P -1.234736 -0.928979 2.814432 -0.060 -0.203 -0.149
O -0.845630 -1.383951 4.293693 0.026 0.109 0.023
O -0.952558 -2.024555 1.829015 0.059 -0.249 -0.022
O -0.572872 0.373054 2.418485 0.034 -0.077 -0.133
H -4.515984 0.551494 3.906834 -0.022 -0.020 0.013
H -2.971147 1.355614 3.540023 0.026 0.027 -0.033
H -3.070577 0.205937 4.868175 -0.007 -0.003 -0.006
H -3.557365 -2.076812 4.273305 -0.006 0.010 -0.009
H -4.478925 -2.467314 1.222123 0.043 -0.030 0.037
H -5.325209 1.038620 1.180233 -0.033 0.004 -0.030
H -0.378236 -0.701596 4.791756 0.000 -0.009 0.040
C 0.194612 -5.977149 -0.330428 0.022 0.131 0.140
N -0.195999 -4.670165 0.284533 -0.123 -0.042 -0.077
C -1.694848 -4.590142 0.396826 0.232 -0.039 -0.053
C 0.452535 -3.454838 -0.381342 -0.133 -0.208 -0.090
C -0.369768 -2.881076 -1.496904 -0.150 0.126 -0.247
C -0.562502 -3.613117 -2.670856 0.042 -0.012 0.013
C -1.347431 -3.125816 -3.705609 0.001 -0.012 0.035
C -1.947245 -1.881319 -3.586177 0.005 0.021 -0.022
C -1.723418 -1.114162 -2.450376 0.016 -0.231 -0.033
C -0.940404 -1.606718 -1.406984 -0.186 -0.208 -0.389
H -0.093420 -6.772749 0.351865 -0.006 -0.026 -0.025
H 1.268394 -5.993104 -0.492847 0.018 -0.027 0.006
H -0.337864 -6.093099 -1.267893 0.009 -0.009 -0.036
H 0.168732 -4.661982 1.236398 -0.050 0.039 0.057
H -2.108933 -4.663947 -0.604048 -0.025 -0.019 0.004
H -1.954420 -3.645808 0.856438 -0.017 0.098 0.067
H -2.016326 -5.431494 1.005773 -0.032 0.004 0.002
H 1.438512 -3.786476 -0.708393 -0.023 -0.007 -0.041
H 0.559923 -2.733847 0.414311 0.075 0.123 0.169
H -0.074000 -4.573822 -2.793316 -0.022 0.027 -0.003
H -1.485083 -3.715726 -4.602611 0.003 0.013 0.023
H -2.570038 -1.496877 -4.383899 0.019 -0.011 0.006
H -2.176923 -0.131424 -2.382637 -0.010 -0.040 0.031
```
Positions in Å, forces in eV/Å.

Output
E_HOMO in eV: -13.193
E in Eh: -3555.408567
Net charge: +2
HOMO-LUMO gap in eV: 8.3

Atomic partial charges in e from the Löwdin method, atoms 1 to 6: 0.87 -0.35 -0.36 1.01 -0.36 -0.10

***

5.
This record from OMol25 describes a structure of composition C21H21O5PW. The level of theory is ωB97M-V/def2-TZVPD.

Structure (XYZ):
```
49
Properties=species:S:1:pos:R:3:forces:R:3
W -0.008381 0.925594 0.196573 -0.825 0.464 0.303
O -1.771874 4.394088 -0.437817 0.011 0.082 0.039
C -1.115469 3.539172 0.021004 0.074 -0.277 -0.113
O -1.149975 2.223534 -0.515346 -0.032 0.287 -0.191
C -0.101395 3.604232 1.161916 0.194 0.010 -0.027
C 1.327032 3.414005 0.580811 -0.098 -0.025 -0.116
C 2.365826 3.239513 1.668355 0.018 0.063 0.004
C 2.170629 1.870843 2.332058 -0.013 -0.045 0.014
C 0.751660 1.363771 2.168983 -0.107 0.018 0.030
O 1.301433 2.132055 -0.168474 0.025 -0.053 -0.046
C -0.330643 2.485625 2.263582 0.142 -0.345 -0.054
C -1.678679 1.775879 2.129191 0.013 -0.062 -0.102
O -2.752781 2.104951 2.459937 0.018 -0.049 0.145
O -1.446390 0.593655 1.357132 0.244 0.054 0.063
H -0.176310 4.597061 1.601729 0.022 -0.013 0.015
H 1.573661 4.185256 -0.145428 -0.008 0.011 0.015
H 2.250441 4.055064 2.384833 -0.005 -0.001 -0.004
H 3.361990 3.331259 1.240895 0.005 -0.004 0.007
H 2.385183 1.930077 3.401560 0.007 0.002 -0.002
H 2.876539 1.142233 1.929682 0.000 0.001 -0.003
H 0.508391 0.547522 2.849245 0.011 -0.018 -0.023
H -0.257187 2.966791 3.241006 -0.052 0.010 0.003
C -0.069909 -0.184858 -3.148175 0.028 -0.048 0.006
P -0.152786 -0.905183 -1.497197 0.329 -0.155 -0.119
C -1.782607 -1.496045 -1.119541 0.011 0.061 0.037
C -2.901123 -0.804939 -1.605330 -0.005 0.010 -0.010
C -4.164315 -1.205389 -1.212550 -0.009 -0.017 0.010
C -4.311755 -2.277087 -0.338029 0.000 0.017 -0.015
C -3.200929 -2.959828 0.147120 0.018 0.001 0.000
C -1.930171 -2.568459 -0.231042 -0.013 -0.026 0.019
C 1.146232 -2.074485 -1.184096 0.045 0.079 0.108
C 2.017956 -1.785905 -0.129663 -0.092 -0.007 -0.006
C 3.072080 -2.631704 0.164658 -0.010 -0.023 -0.010
C 3.252985 -3.771927 -0.608700 -0.018 -0.003 -0.019
C 2.387923 -4.067382 -1.657518 0.019 0.001 0.022
C 1.329605 -3.223519 -1.952168 -0.009 -0.010 -0.006
H -0.304480 -0.973890 -3.866474 0.006 0.013 -0.012
H 0.938411 0.185838 -3.331622 0.001 -0.005 0.011
H -0.786560 0.627326 -3.263255 -0.008 -0.001 0.022
H -2.796147 0.032615 -2.283916 0.010 -0.005 0.005
H -5.034316 -0.685438 -1.588781 -0.004 -0.003 0.003
H -5.303022 -2.586520 -0.034828 -0.002 0.002 -0.001
H -3.329656 -3.799332 0.816191 0.002 -0.001 0.000
H -1.064064 -3.102377 0.140936 0.006 0.004 -0.003
H 1.881411 -0.889409 0.488596 0.061 -0.008 -0.007
H 3.745547 -2.410559 0.980881 0.001 -0.003 0.001
H 4.075795 -4.439925 -0.392540 0.004 0.006 0.008
H 2.542432 -4.960623 -2.246963 -0.006 0.003 -0.005
H 0.657758 -3.463165 -2.767422 -0.004 0.006 0.000
```
Positions in Å, forces in eV/Å.

Output
E_HOMO in eV: -15.760
E in Eh: -1596.886911
Net charge: +2
HOMO-LUMO gap in eV: 7.3

Atomic partial charges in e from the natural (NBO) method, atoms 1 to 6: 1.94 -0.41 0.78 -0.67 -0.37 0.11